[1]
ORCA calculation (ωB97M-V/def2-TZVPD) on a molecular structure, C10H40N19O12Pd.

Properties
2S+1	4
net charge	+2
gap between HOMO and LUMO (alpha / beta)	8.0 / 3.1	eV
largest force on an atom	0.222	hartree/bohr

XYZ file:
```
82
Properties=species:S:1:pos:R:3:mulliken_spin:R:1
N 0.4891 -2.5525 -1.9991 -0.001
H 1.1919 -3.2773 -2.0276 0.000
H -0.3284 -2.9283 -2.4581 0.000
H 0.8227 -1.6463 -2.2948 0.002
H 0.2974 -2.3696 -1.0244 0.005
Pd 2.0281 2.2273 -0.5973 1.642
C 0.8579 -0.0408 0.2596 -0.024
O 0.2374 -1.0361 0.5788 0.046
O 1.1235 0.9175 1.0285 0.042
O 1.3707 0.0786 -0.8661 0.142
C 3.4110 -3.3768 0.1503 0.000
O 3.9935 -4.4294 0.1025 0.000
N 2.6224 -3.0171 1.1509 0.001
N 3.4292 -2.5210 -0.8401 0.001
H 2.0037 -2.2404 0.9664 -0.001
H 2.7653 -3.4480 2.0531 0.000
H 3.6386 -2.7285 -1.8061 0.000
H 2.9862 -1.6228 -0.7093 -0.003
C 3.2828 1.5965 -3.2998 -0.002
O 2.8012 2.2839 -2.4844 0.059
N 2.9935 0.3404 -3.2430 -0.008
N 3.9368 1.9465 -4.2985 0.000
H 3.3399 -0.1444 -4.0586 0.000
H 2.4424 0.0091 -2.4642 0.012
H 3.9632 2.9233 -4.5541 -0.001
H 4.1163 1.2168 -4.9733 0.001
C -0.8529 0.3929 -4.6153 0.001
O -0.2363 1.0876 -5.3441 0.000
N -2.0215 0.0416 -4.9281 0.000
N -0.6264 0.0242 -3.3527 0.004
H -2.5569 -0.4877 -4.2548 0.000
H -2.5498 0.6657 -5.5209 0.000
H -1.3851 -0.5032 -2.9449 0.000
H -0.0076 0.5101 -2.7193 -0.003
C -1.5165 3.6643 2.0653 -0.001
O -1.4430 4.2319 1.0121 0.000
N -2.4286 3.8428 2.9631 0.000
N -0.6481 2.8776 2.6209 -0.001
H -2.4119 3.4347 3.8868 0.000
H -3.2171 4.4131 2.6928 0.000
H -0.7944 2.4740 3.5351 0.000
H 0.0899 2.3880 2.1355 0.003
C -3.7927 0.5282 -0.0852 0.000
O -4.3919 -0.5252 -0.1731 0.000
N -4.2558 1.6709 -0.3721 0.000
N -2.5735 0.6057 0.2914 0.001
H -5.0296 1.8698 -0.9901 0.000
H -3.6816 2.4220 -0.0171 0.000
H -2.3140 -0.3145 0.6170 0.001
H -1.9349 1.3726 0.1360 -0.003
C 2.4545 -0.1001 4.4053 0.000
O 2.6030 -0.6882 5.4340 0.000
N 1.5323 0.7760 4.1811 0.000
N 2.9825 -0.4080 3.2649 0.000
H 1.0818 0.7240 3.2786 0.005
H 1.0157 0.8871 5.0419 0.000
H 3.5743 -1.2181 3.1482 0.000
H 2.7629 0.3252 2.6058 0.002
C -0.6267 -1.5980 3.8243 0.010
O -1.0542 -1.7553 4.8830 0.010
N 0.2597 -2.0725 3.1127 0.006
N -1.1615 -0.6328 3.1745 0.004
H 1.0084 -2.5641 3.5794 -0.002
H 0.5019 -1.5857 2.2615 0.012
H -0.8072 -0.3457 2.2733 -0.001
H -1.9976 -0.1861 3.5232 -0.001
C -2.0979 -4.3609 1.4161 -0.050
O -2.8156 -5.2738 1.3201 0.538
N -2.0163 -3.4150 0.5169 -0.013
N -1.1777 -4.3034 2.4045 0.554
H -2.7476 -3.3561 -0.1773 0.003
H -1.3617 -2.6659 0.6913 0.001
H -0.6640 -3.4470 2.5557 -0.047
H -0.9835 -5.0800 3.0203 -0.022
C -0.8033 3.3384 -2.1561 -0.001
O -0.0770 2.5427 -1.5894 0.069
N -0.6855 4.6459 -2.1379 -0.002
N -2.0523 3.0188 -2.6369 0.006
H 0.1938 4.8797 -1.6993 -0.001
H -1.0661 5.3506 -2.7532 0.000
H -2.6785 3.6717 -3.0861 0.001
H -2.3328 2.0489 -2.6104 0.000
```



[2]
ORCA calculation (ωB97M-V/def2-TZVPD) on 10 unconnected molecules or ions with the total composition C10H42IN4O9.

Properties
net charge	+1
gap between HOMO and LUMO	8.5	eV
largest force on an atom	0.069	hartree/bohr

XYZ file:
```
66
Properties=species:S:1:pos:R:3:mulliken_charge:R:1
C -1.2164 -2.4843 1.7037 -0.568
C -1.8270 -1.7618 0.3648 -0.549
I -2.7472 -3.4092 -0.8273 0.160
C -0.7173 -1.0540 -0.6130 -0.921
C -0.1063 0.3760 0.0030 1.598
C 1.4619 0.7207 -0.3308 -0.761
C 2.5636 -0.1626 0.4999 0.156
N 3.8419 -0.1627 -0.3650 -0.658
N 3.0016 0.4853 1.8279 -0.630
N 2.2047 -1.6179 0.7017 -0.510
C -0.8862 1.4644 -1.0000 -0.558
C -0.9298 2.9088 -0.1646 -0.679
N -0.6958 2.4475 1.2888 0.043
C -0.7759 0.9119 1.4176 -0.462
C -0.0827 0.5091 2.8467 -1.047
H -0.0588 -2.3709 1.8323 0.067
H -1.7016 -1.9648 2.6624 0.107
H -1.4585 -3.6329 1.7833 0.408
H -2.7256 -1.0346 0.6040 0.451
H -1.2880 -0.8023 -1.6309 0.422
H 0.1175 -1.8222 -0.8999 0.389
H 1.6908 1.8592 -0.1215 0.318
H 1.6234 0.4557 -1.4829 -0.414
H 3.6562 -0.6605 -1.2735 0.290
H 4.0917 0.8438 -0.5978 0.291
H 2.6926 -0.1645 2.6125 0.387
H 2.4109 1.3562 1.8916 0.272
H 2.2875 -2.1349 -0.2228 0.322
H 2.8429 -2.0871 1.3896 0.377
H -2.0478 1.2277 -1.1365 0.501
H -0.2796 1.6059 -2.0039 -0.226
H -0.0078 3.5315 -0.5459 0.263
H -1.9194 3.5348 -0.1971 0.332
H 0.2765 2.7586 1.5465 0.428
H -1.3115 2.9510 1.9965 0.319
H -1.9542 0.7824 1.5288 0.520
H -0.9320 0.4383 3.6808 0.271
H 0.6278 1.3905 3.2189 0.242
H 0.5423 -0.4804 2.8392 0.197
O 4.2488 -4.3768 0.3817 -0.659
H 5.0964 -4.2598 -0.0732 0.319
H 3.8188 -3.5122 0.3017 0.327
O -2.9396 -5.6429 -3.8417 -0.664
H -2.6941 -5.0914 -3.0837 0.207
H -2.1905 -5.5521 -4.4497 0.317
O -0.6462 4.1512 4.0558 -0.606
H 0.2314 4.3685 4.4045 0.344
H -1.1743 4.9423 4.2411 0.291
O -1.1573 -3.3831 -4.8974 -0.586
H -0.3097 -3.2661 -5.3522 0.309
H -1.5873 -2.5184 -4.9773 0.293
O -2.2485 -8.2666 -2.6922 -0.641
H -3.0073 -8.8667 -2.7482 0.311
H -2.4536 -7.5694 -3.3331 0.361
O 1.1579 5.8443 5.7034 -0.623
H 2.0355 6.0616 6.0521 0.310
H 0.6298 6.6354 5.8887 0.304
O 1.4562 0.2464 -4.0229 -0.651
H 2.3338 0.4637 -3.6743 0.292
H 0.9282 1.0375 -3.8376 0.320
O -0.0480 2.9523 -4.0605 -0.648
H 0.3326 3.3243 -4.8703 0.306
H -0.9497 2.7070 -4.3168 0.328
O -3.8357 5.3028 1.3564 -0.614
H -4.2167 4.4472 1.1081 0.322
H -3.0755 5.0690 1.9100 0.288
```



[3]
ORCA calculation (ωB97M-V/def2-TZVPD) on a molecular structure, C10H5BrNNiO5.

Properties
2S+1	3
net charge	+1
gap between HOMO and LUMO (alpha / beta)	7.1 / 6.8	eV
largest force on an atom	0.160	hartree/bohr
ΔE to the lowest compared entry with this formula, charge and spin	0.0000	eV

XYZ file:
```
23
Properties=species:S:1:pos:R:3:mulliken_spin:R:1
O 1.1165 2.9365 -3.2750 0.001
C 0.7564 1.9696 -2.7557 0.001
Ni 0.0155 -0.8094 0.2593 1.006
O -2.6536 0.5312 -0.3950 -0.008
C -1.7774 -0.2477 -0.4062 0.092
C -0.4843 -1.2057 1.9088 0.047
O -1.0135 -1.5264 2.8846 -0.002
C 1.7327 -0.8595 0.7933 0.343
O 2.7375 -1.1754 1.3386 0.175
C 0.3005 -2.1894 -0.8893 0.102
O 0.9330 -2.9355 -1.5496 0.010
H 1.3880 0.0661 -0.0674 0.148
Br -1.5479 5.4561 0.3373 0.002
C -0.6625 4.0263 1.1714 0.009
C -0.1606 4.1674 2.4600 -0.007
C 0.4606 3.0601 3.0183 0.007
C 0.5217 1.8500 2.3105 -0.011
N -0.0077 1.6936 1.0876 0.076
C -0.5757 2.7679 0.5158 0.000
H -0.2660 5.1090 2.9774 0.000
H 0.8617 3.0904 4.0233 0.001
H 1.0423 1.0031 2.7535 0.004
H -0.9752 2.6702 -0.4963 0.005
```



[4]
ORCA calculation (ωB97M-V/def2-TZVPD) on a molecular structure, C10H5Cl5IN2O4SeSn.

Properties
net charge	-1
gap between HOMO and LUMO	8.0	eV
largest force on an atom	0.010	hartree/bohr
ΔE to the lowest compared entry with this formula, charge and spin	0.0000	eV

XYZ file:
```
29
Properties=species:S:1:pos:R:3:mulliken_charge:R:1
Sn 0.4619 0.5965 -0.9999 1.314
N 2.7117 0.7066 -0.3237 -0.407
C 3.4932 -0.5149 -0.4841 -0.535
C 2.5586 -1.7358 -0.4339 0.483
O 2.9993 -2.8165 -0.0823 -0.709
O 1.3634 -1.4828 -0.8166 -0.576
H 3.0596 1.4766 -0.8838 0.330
H 2.6514 1.0314 0.6355 0.309
H 4.2946 -0.6091 0.2475 0.314
H 3.9337 -0.4978 -1.4821 0.235
Cl 0.3240 0.4945 2.3338 -0.216
C -0.8547 -0.5396 1.5920 0.848
C -0.8728 -0.6111 0.2098 -1.236
C -1.8035 -1.4532 -0.3675 0.669
Cl -1.8094 -1.6290 -2.0863 -0.187
C -2.7087 -2.1839 0.3991 -0.058
Cl -3.8549 -3.2245 -0.3587 -0.208
C -2.6791 -2.0761 1.7838 0.545
Cl -3.7929 -2.9695 2.7487 -0.206
C -1.7359 -1.2522 2.3914 -0.179
Cl -1.6749 -1.1211 4.1081 -0.213
O -2.1460 2.0044 0.2309 -0.450
C -2.1337 2.0875 -0.9806 -0.072
O -1.2452 1.5761 -1.7720 -0.479
H -2.9421 2.6029 -1.5337 0.422
I 1.3598 0.6453 -3.5423 -0.244
Se -0.2947 5.2463 -0.0112 -0.205
C 0.4174 3.6503 -0.1887 0.228
N 0.9198 2.5989 -0.3333 -0.515
```



[5]
ORCA calculation (ωB97M-V/def2-TZVPD) on a molecular structure, C10H5ClINO3.

Properties
gap between HOMO and LUMO	8.7	eV
largest force on an atom	0.020	hartree/bohr

XYZ file:
```
21
Properties=species:S:1:pos:R:3:mulliken_charge:R:1
O 3.3207 1.8883 0.0047 -0.397
C 3.4772 0.7286 -0.0985 0.501
Cl 5.0577 0.0077 0.3502 -0.214
C 2.4815 -0.2808 -0.5955 -0.700
C 1.0546 -0.0131 -0.1662 0.934
C 0.7525 0.6459 1.0213 -0.356
C -0.5699 0.8434 1.4186 -1.001
C -1.5664 0.3528 0.5968 0.696
C -1.2691 -0.2812 -0.5970 0.591
C 0.0356 -0.4796 -1.0029 -0.820
C -2.5835 -0.6417 -1.2449 -0.006
O -2.8230 -0.7402 -2.4004 -0.480
N -3.5652 -0.7071 -0.1484 -0.626
I -3.2640 -2.5894 0.6603 0.255
C -3.0570 0.3775 0.7182 0.064
O -3.7737 1.1427 1.2665 -0.463
H 2.7744 -1.2444 -0.1791 0.333
H 2.5642 -0.3921 -1.6728 0.403
H 1.5326 1.0257 1.6620 0.372
H -0.8243 1.3368 2.3445 0.468
H 0.2451 -0.9800 -1.9373 0.445
```



[6]
ORCA calculation (ωB97M-V/def2-TZVPD) on a molecular structure, C10H5NO5RuS5Sb.

Properties
2S+1	5
net charge	-1
gap between HOMO and LUMO (alpha / beta)	6.1 / 4.4	eV
largest force on an atom	0.012	hartree/bohr
ΔE to the lowest compared entry with this formula, charge and spin	0.0000	eV

XYZ file:
```
28
Properties=species:S:1:pos:R:3:mulliken_spin:R:1
Ru 1.8181 0.1287 0.6776 2.239
O -0.2128 -5.8567 0.0885 0.078
C 0.1025 -4.7003 0.1020 0.015
C 1.4964 -4.1319 -0.2120 -0.121
O 2.4308 -4.7529 -0.6539 0.141
C 1.4210 -2.6904 0.1230 0.157
C 0.0863 -2.3170 0.5425 0.197
O -0.2004 -1.1636 0.8829 0.291
C -0.8125 -3.5145 0.4596 -0.103
O -2.0068 -3.5572 0.6007 0.115
O 2.3414 -1.8439 0.0735 0.224
S 2.4543 0.7898 4.2340 0.124
Sb 2.7680 3.0741 3.1773 0.041
S 1.4331 2.2849 1.2417 0.178
S 2.7712 -0.4404 2.6477 0.397
S 1.3502 4.4448 4.2678 0.013
S 1.1927 0.4596 -1.7035 0.016
C -0.2933 1.3216 -1.6323 -0.002
N -0.3653 2.5114 -1.0011 0.005
C -1.4866 3.2435 -0.8634 0.004
C -2.6500 2.8268 -1.4388 -0.001
C -2.6391 1.5992 -2.1202 -0.002
C -1.4911 0.8576 -2.2116 0.005
H 0.4542 2.7557 -0.4196 -0.011
H -1.3889 4.1402 -0.2691 0.000
H -3.5484 3.4153 -1.3348 0.000
H -3.5534 1.2214 -2.5597 0.000
H -1.4719 -0.1058 -2.6988 0.000
```



[7]
ORCA calculation (ωB97M-V/def2-TZVPD) on 27 unconnected molecules or ions with the total composition C10H64N2O26S.

Properties
gap between HOMO and LUMO	7.2	eV
largest force on an atom	0.104	hartree/bohr

XYZ file:
```
103
Properties=species:S:1:pos:R:3:mulliken_charge:R:1
C -4.1111 -1.2964 2.8134 -1.036
C -4.9525 -0.2359 1.9096 -0.416
C -4.0423 1.0911 1.8316 0.391
C -4.9307 2.4376 1.5578 -1.044
C -2.7698 0.9650 0.8763 0.233
C -1.4114 1.5539 1.4054 -0.670
C -0.0815 1.5270 0.5424 -0.493
C -0.0605 0.9075 -0.8890 -0.764
C -1.3981 0.2789 -1.4078 0.465
N -1.5419 -0.3619 -2.7020 -0.477
S -3.1736 -0.8700 -2.6892 0.087
N -3.8290 -0.3299 -1.2137 -0.485
C -2.7201 0.3081 -0.5395 0.664
H -3.9761 -0.8506 3.8648 0.273
H -4.6491 -2.3024 2.8193 0.350
H -3.0522 -1.3450 2.3419 0.217
H -5.1514 -0.7409 0.9047 0.293
H -5.9654 -0.0289 2.4124 0.288
H -3.6214 1.2422 2.9025 0.172
H -6.0624 2.2035 1.5307 0.254
H -4.8005 3.1482 2.4655 0.230
H -4.5725 3.0272 0.6465 0.279
H -1.3871 2.0149 2.4453 0.217
H 0.8754 2.0019 0.9628 0.375
H 0.8686 0.8983 -1.5624 0.610
O 0.2300 1.9322 4.1691 -0.703
H 0.6320 1.4648 3.4241 0.320
H 0.3071 2.8668 3.9280 0.408
O 2.0958 -0.7043 5.1972 -0.618
H 1.5774 0.0613 4.9154 0.292
H 2.9802 -0.5279 4.8517 0.323
O -0.9384 4.4438 5.7801 -0.686
H -1.7537 4.1448 5.3526 0.327
H -0.6569 3.6824 6.3033 0.327
O 2.8828 0.7782 -2.6971 -0.555
H 2.7225 -0.0357 -3.1959 0.214
H 3.4981 1.2758 -3.2533 0.311
O -3.6177 -2.2072 -6.0896 -0.637
H -4.2491 -2.2325 -5.3578 0.348
H -2.7919 -1.9266 -5.6752 0.293
O -2.7754 6.7858 5.0137 -0.618
H -2.3053 6.1087 5.5174 0.332
H -2.1779 7.5435 5.0260 0.307
O -8.0099 0.3949 2.2038 -0.604
H -8.7975 0.8728 2.4965 0.285
H -8.3629 -0.4007 1.7862 0.273
O -0.1102 4.2697 -1.4023 -0.654
H 0.2113 4.3385 -2.3096 0.288
H -0.0291 3.3274 -1.1954 0.363
O 2.5545 -1.0121 -4.8124 -0.592
H 1.6347 -1.0067 -5.1074 0.264
H 3.0640 -1.0103 -5.6333 0.302
O 4.3644 -2.1906 -2.2255 -0.589
H 5.1167 -1.6252 -2.0131 0.367
H 3.9573 -1.7628 -2.9890 0.315
O 2.4585 2.9800 6.0815 -0.632
H 1.6443 2.6829 5.6541 0.323
H 2.7399 2.2181 6.6037 0.311
O -2.3989 -2.4715 -9.1426 -0.628
H -2.8107 -2.2325 -8.3018 0.322
H -1.5802 -1.9611 -9.1561 0.305
O 7.5172 -2.5428 -1.9202 -0.585
H 7.8408 -2.9597 -2.7311 0.377
H 7.1600 -3.2781 -1.4064 0.265
O 8.4042 -5.2431 -1.0527 -0.615
H 9.3014 -4.9390 -0.8648 0.294
H 8.5268 -6.1425 -1.3865 0.297
O -5.7568 -4.1380 -6.6819 -0.638
H -5.2838 -4.9784 -6.6493 0.312
H -5.0601 -3.4740 -6.5937 0.361
O 3.9023 2.7164 -5.1990 -0.584
H 3.3839 3.4795 -5.4830 0.286
H 4.7889 2.8974 -5.5364 0.314
O -1.8546 6.5155 0.0797 -0.663
H -1.2639 5.8851 -0.3558 0.295
H -2.0337 6.1118 0.9389 0.324
O 7.2594 -4.6506 -3.8173 -0.632
H 6.4663 -4.1793 -3.5273 0.305
H 6.9149 -5.4488 -4.2399 0.276
O 5.6310 0.3007 -3.6554 -0.602
H 4.8230 0.0010 -4.0890 0.267
H 5.9132 -0.4604 -3.1339 0.232
O 6.4915 -5.2836 1.0300 -0.653
H 5.5723 -5.2791 0.7354 0.337
H 7.0038 -5.2764 0.2064 0.340
O -2.6796 9.0892 1.3265 -0.623
H -1.7818 9.3880 1.5133 0.306
H -2.5615 8.1884 0.9935 0.368
O 8.5204 -8.4515 -0.0840 -0.650
H 8.2923 -7.6124 0.3394 0.348
H 7.8880 -9.0788 0.2873 0.311
O 5.0222 -6.9323 -4.2340 -0.617
H 4.2141 -7.2328 -4.6678 0.307
H 5.3051 -7.6943 -3.7125 0.314
O -10.9256 1.4689 2.1014 -0.623
H -10.6468 1.8151 1.2438 0.322
H -11.8872 1.4228 2.0334 0.299
O 0.9559 -2.6016 7.5072 -0.644
H 0.7883 -3.4134 7.0135 0.312
H 1.5682 -2.1076 6.9440 0.319
O -3.8343 3.2498 6.2389 -0.567
H -4.0543 4.0916 6.6587 0.306
H -4.4683 2.6278 6.6168 0.282
```



[8]
ORCA calculation (ωB97M-V/def2-TZVPD) on a single C10H6F4N2 molecule.

Properties
gap between HOMO and LUMO	7.3	eV
largest force on an atom	0.142	hartree/bohr

XYZ file:
```
22
Properties=species:S:1:pos:R:3:mulliken_charge:R:1
F 2.1729 -2.4885 1.6615 -0.255
C 2.4999 -1.4744 0.6278 0.170
F 3.9087 -1.5184 0.1496 -0.272
C 2.1249 0.0726 1.1409 0.937
F 3.3426 0.9332 1.0056 -0.287
F 1.7434 0.1000 2.5724 -0.272
C 0.8935 0.5588 0.1202 -0.253
C 1.3406 1.6022 -1.0788 -0.441
C 0.1882 2.0898 -2.1389 -0.399
C -1.3389 1.5192 -1.9580 -0.420
C -1.7776 0.4806 -0.7328 0.376
N -3.2097 0.0279 -0.6945 -0.506
C -3.4605 -0.9404 0.4266 -0.118
C -2.3156 -1.3879 1.4924 -0.171
N -0.8779 -0.9489 1.4893 -0.320
C -0.6527 -0.0222 0.3283 0.465
H 1.8241 -1.7403 -0.3178 0.246
H 2.4358 2.0042 -1.2036 0.326
H 0.4853 2.8094 -3.0239 0.296
H -2.1390 1.8690 -2.7641 0.294
H -4.5475 -1.3917 0.5534 0.303
H -2.6404 -2.1543 2.3447 0.299
```